A 4-piece molecular cluster, CH10NO2 overall in a non-equilibrium geometry. Source: the Open Molecules 2025 dataset; level of theory: wB97M-V/def2-TZVPD.

Geometry as ORCA input:
```
! RIJCOSX wB97M-V def2-TZVPD def2/J DEFGRID3
* xyz 1 1
C -2.7857 0.6579 -0.1798
N 2.3339 -0.1377 0.5829
H -2.4775 0.1842 0.7533
H -3.1992 -0.0836 -0.8590
H -3.5475 1.3997 0.0377
H -1.8877 1.0867 -0.6370
H 3.2340 0.0480 0.0831
H 2.7208 -0.3453 1.5267
H 1.5429 -1.3143 0.3830
H 0.9606 -2.8770 0.0282
O 0.7439 -1.9343 0.1863
H 0.9935 0.5592 -0.0819
H 0.9472 1.5758 -1.2660
O 0.4206 1.1807 -0.5574
*
```

E: -248.778782 hartree
HOMO: -0.5780 hartree
ΔE to the lowest compared entry with this formula, charge and spin: 870.7 kJ/mol

A 4-piece molecular cluster, CH10NO4 overall in a non-equilibrium geometry. Source: the Open Molecules 2025 dataset; level of theory: wB97M-V/def2-TZVPD.

Geometry as ORCA input:
```
! RIJCOSX wB97M-V def2-TZVPD def2/J DEFGRID3
* xyz -1 1
N 0.5747 -3.0272 -1.8944
C 0.2009 -1.5782 -1.8961
O 0.0722 -1.0362 -0.5902
H 0.3203 -3.4551 -0.9758
H 1.5597 -3.0712 -1.7968
H -0.5525 -1.2238 -2.6466
H 1.0628 -1.0381 -2.3313
H 0.1008 1.3374 -0.2290
H 1.1611 0.6545 0.5534
O 0.7461 1.5111 0.4256
H 1.1334 3.0386 2.2356
H -0.3600 3.3028 2.4524
O 0.4460 3.2219 2.8950
H -1.1524 -0.1550 0.2673
H -2.4298 0.4947 -0.1997
O -2.0233 0.1501 0.6831
*
```

E: -399.810609 hartree
HOMO: -0.1279 hartree
ΔE to the lowest compared entry with this formula, charge and spin: 143.6 kJ/mol

A 4-piece molecular cluster, CH10O3S2 overall in a non-equilibrium geometry. Source: the Open Molecules 2025 dataset; level of theory: wB97M-V/def2-TZVPD.

Geometry as ORCA input:
```
! RIJCOSX wB97M-V def2-TZVPD def2/J DEFGRID3
* xyz 0 1
C -1.8029 -0.8396 0.8671
S -1.0783 0.7545 1.2121
S -0.7463 1.8273 -0.4677
H -1.3918 -1.5123 0.1052
H -2.8148 -0.7131 0.4644
H -1.8407 -1.3566 1.8226
H -1.8701 2.0091 -1.1811
H -0.6786 -0.7562 -2.1078
H 0.5287 -0.4756 -2.9406
O -0.1231 -1.1698 -2.7811
H 2.7854 -0.7206 0.0503
H 2.3629 -1.1503 -1.3816
O 3.1088 -1.0178 -0.8062
H 1.7306 -0.5033 1.7634
H 2.7303 -1.6918 1.6645
O 1.7980 -1.4532 1.6089
*
```

SMILES string: CSS.O.O.O
E: -1066.159332 hartree
HOMO: -0.3357 hartree
ΔE to the lowest compared entry with this formula, charge and spin: 80.1 kJ/mol

A 4-piece molecular cluster, CH11N3O3 overall in a non-equilibrium geometry. Source: the Open Molecules 2025 dataset; level of theory: wB97M-V/def2-TZVPD.

Geometry as ORCA input:
```
! RIJCOSX wB97M-V def2-TZVPD def2/J DEFGRID3
* xyz -1 2
N -1.1068 -0.5691 -1.3834
C -0.3757 0.6655 -0.9066
N 0.4002 0.5358 0.2691
N -0.4008 1.8400 -1.4024
H -0.4105 -1.1961 -1.6829
H -1.7702 -0.3822 -2.1081
H 0.7416 1.3939 0.6922
H -0.1710 0.0893 1.0029
H -0.1012 1.8067 -2.4366
H 2.0728 -4.2499 -0.3090
H 1.5795 -2.9209 0.4489
O 1.4587 -3.9021 0.4243
H 0.8098 4.3731 0.1263
H 0.0092 3.5452 0.8722
O 0.9806 3.7400 0.8190
H -0.6405 -2.5155 1.7652
H -2.1489 -1.9104 1.5234
O -1.1849 -1.6720 1.6519
*
```

E: -434.604988 hartree
HOMO (alpha / beta): 0.0332 / -0.2067 hartree
ΔE to the lowest compared entry with this formula, charge and spin: 187.0 kJ/mol

A 4-piece molecular cluster, CH11NO3 overall in a non-equilibrium geometry. Source: the Open Molecules 2025 dataset; level of theory: wB97M-V/def2-TZVPD.

Geometry as ORCA input:
```
! RIJCOSX wB97M-V def2-TZVPD def2/J DEFGRID3
* xyz 0 1
C 0.2555 0.4046 -1.4046
N -1.1092 0.4825 -1.8676
H 0.9475 0.6373 -2.2424
H 0.5619 -0.5615 -0.9394
H 0.4943 1.1063 -0.5991
H -1.2190 0.8830 -2.7856
H -1.7148 -0.2992 -1.6571
H 2.7106 -1.1230 0.2285
H 1.7737 -0.3147 1.3082
O 2.3515 -1.0785 1.1096
H 0.1789 1.1634 1.2234
H -0.1619 -0.1331 2.0090
O 0.5078 0.6020 1.9277
H -1.8040 -0.6750 0.4334
H -2.2022 -0.3037 1.9006
O -1.5706 -0.7903 1.3553
*
```

SMILES string: CN.O.O.O
E: -325.136684 hartree
HOMO: -0.3493 hartree
ΔE to the lowest compared entry with this formula, charge and spin: 113.7 kJ/mol

A 4-piece molecular cluster, CH11NO4 overall in a non-equilibrium geometry. Source: the Open Molecules 2025 dataset; level of theory: wB97M-V/def2-TZVPD.

Geometry as ORCA input:
```
! RIJCOSX wB97M-V def2-TZVPD def2/J DEFGRID3
* xyz 1 2
N 2.0961 0.3594 -1.1236
C 2.7122 1.3828 -0.3418
O 2.4807 1.3216 1.1783
H 1.1075 0.4086 -0.9613
H 2.4656 -0.5683 -0.7547
H 2.2272 2.2869 -0.6928
H 3.7279 1.5921 -0.6218
H 2.4349 2.2571 1.4756
H 0.8504 -1.8722 0.9085
H 0.1836 -0.5798 0.8317
O -0.0270 -1.5351 0.9139
H -1.6475 0.0958 -1.5856
H -2.7537 -0.0920 -0.5471
O -2.3686 -0.4776 -1.3293
H -5.1640 -1.3198 0.4693
H -4.0278 -2.0697 1.2650
O -4.2974 -1.1898 0.9156
*
```

E: -399.975336 hartree
HOMO (alpha / beta): -0.5019 / -0.5018 hartree
ΔE to the lowest compared entry with this formula, charge and spin: 217.1 kJ/mol

A 5-piece molecular cluster, CH11NO5 overall in a non-equilibrium geometry. Source: the Open Molecules 2025 dataset; level of theory: wB97M-V/def2-TZVPD.

Geometry as ORCA input:
```
! RIJCOSX wB97M-V def2-TZVPD def2/J DEFGRID3
* xyz 0 1
C 0.7113 1.3275 1.3830
N -0.5635 0.9073 1.4243
O 1.1716 2.0028 0.4720
H 1.3181 1.0010 2.3283
H -0.7484 0.1272 2.0864
H -1.1885 1.3552 0.7011
H -0.9162 -2.6352 3.7347
H -1.9137 -2.5112 2.6202
O -1.0983 -2.2415 2.9075
H -2.6394 0.5344 -1.9194
H -1.6560 -0.5043 -2.2919
O -2.4855 -0.3660 -1.7344
H 2.5935 -1.0439 -0.9465
H 3.0690 0.3705 -1.0645
O 2.8737 -0.4004 -1.6356
H 0.4967 1.4264 -2.9893
H 0.8992 0.1164 -2.3169
O 0.0763 0.5337 -2.7592
*
```

SMILES string: NC=O.O.O.O.O
E: -475.645857 hartree
HOMO: -0.3702 hartree
ΔE to the lowest compared entry with this formula, charge and spin: 110.8 kJ/mol

A 5-piece molecular cluster, CH11O4S overall in a non-equilibrium geometry. Source: the Open Molecules 2025 dataset; level of theory: wB97M-V/def2-TZVPD.

Geometry as ORCA input:
```
! RIJCOSX wB97M-V def2-TZVPD def2/J DEFGRID3
* xyz -1 1
C -2.7333 1.4544 -0.6313
S -2.7763 0.3063 0.9724
H -3.0457 2.5275 -0.1872
H -3.4091 1.1646 -1.4748
H -1.6180 1.4696 -0.6205
H 0.3023 0.9149 2.7123
H -0.7484 -0.0676 2.1567
O 0.0706 -0.0094 2.7658
H -0.1274 0.1735 -0.9882
H -0.6315 -0.9823 -0.1346
O -0.1826 -0.7713 -0.9991
H 3.6533 -0.0125 -2.3199
H 3.0918 -1.1368 -1.4923
O 3.6226 -0.9779 -2.3661
H 1.3303 -1.0720 1.5523
H 1.2653 -1.5299 0.1672
O 1.9361 -1.4512 0.8873
*
```

E: -743.862257 hartree
HOMO: -0.1255 hartree
ΔE to the lowest compared entry with this formula, charge and spin: 135.0 kJ/mol

A 5-piece molecular cluster, CH11O4S overall in a non-equilibrium geometry. Source: the Open Molecules 2025 dataset; level of theory: wB97M-V/def2-TZVPD.

Geometry as ORCA input:
```
! RIJCOSX wB97M-V def2-TZVPD def2/J DEFGRID3
* xyz -1 1
C -1.5557 -0.3835 -0.9183
S -0.3801 -1.3798 -1.8585
H -2.1499 0.2637 -1.5264
H -2.3174 -1.0215 -0.4027
H -0.9665 0.2041 -0.2293
H 2.6963 0.0259 -1.1896
H 1.6438 0.3283 -2.2599
O 1.9649 0.6194 -1.3889
H 0.6751 -2.6273 1.8254
H -0.5438 -1.9896 2.5013
O 0.4149 -1.9819 2.5033
H -0.2979 2.8389 1.3167
H -1.6052 2.0345 1.9489
O -1.1528 2.8637 1.8279
H 1.3548 1.1531 0.1801
H 0.6479 0.4734 1.4083
O 0.8586 1.3111 0.9965
*
```

E: -743.864341 hartree
HOMO: -0.0928 hartree
ΔE to the lowest compared entry with this formula, charge and spin: 129.5 kJ/mol

A 5-piece molecular cluster, CH11O4S overall in a non-equilibrium geometry. Source: the Open Molecules 2025 dataset; level of theory: wB97M-V/def2-TZVPD.

Geometry as ORCA input:
```
! RIJCOSX wB97M-V def2-TZVPD def2/J DEFGRID3
* xyz -1 1
C 2.7200 0.6555 -0.0370
S 1.3024 0.1508 -1.0611
H 3.1959 1.5580 -0.4523
H 3.4997 -0.1078 -0.1491
H 2.6425 0.8697 1.0406
H 0.4239 -0.7565 0.8877
H -0.7202 -1.6363 0.4425
O -0.3409 -1.2587 1.2398
H -1.0857 -1.2986 3.0980
H -1.4528 0.1276 3.2426
O -1.5538 -0.7103 3.7091
H -1.9202 1.8546 -0.0258
H -0.4262 1.9378 0.2219
O -1.2765 2.2504 0.5671
H -1.6194 -1.5039 -2.8318
H -1.1496 -0.2696 -3.5425
O -1.5902 -1.1097 -3.7223
*
```

E: -743.892614 hartree
HOMO: -0.1267 hartree
ΔE to the lowest compared entry with this formula, charge and spin: 55.3 kJ/mol

A 5-piece molecular cluster, CH11O5 overall in a non-equilibrium geometry. Source: the Open Molecules 2025 dataset; level of theory: wB97M-V/def2-TZVPD.

Geometry as ORCA input:
```
! RIJCOSX wB97M-V def2-TZVPD def2/J DEFGRID3
* xyz -1 1
C 0.9868 -0.9355 -0.5643
O 0.1622 -0.0503 0.1641
H 1.8759 -1.3048 -0.1648
H 0.3813 -1.8138 -0.8564
H 1.4045 -0.4605 -1.5468
H 0.4763 1.5926 0.2709
H 0.9934 2.8974 -0.7527
O 0.6121 2.6149 0.1007
H -0.9892 -0.2827 -0.9718
H -1.4224 -0.8439 -2.7450
O -1.4939 -0.4164 -1.8385
H 0.8081 1.3754 2.4381
H 0.5988 0.1416 1.4932
O 1.2670 0.5247 2.1244
H -1.1317 -1.1328 0.9812
H -2.4624 -0.5384 0.7400
O -2.0667 -1.3674 1.1277
*
```

E: -420.882671 hartree
HOMO: -0.1872 hartree
ΔE to the lowest compared entry with this formula, charge and spin: 178.9 kJ/mol

A single CH11P7 molecule in a non-equilibrium geometry. Source: the Open Molecules 2025 dataset; level of theory: wB97M-V/def2-TZVPD.

Geometry as ORCA input:
```
! RIJCOSX wB97M-V def2-TZVPD def2/J DEFGRID3
* xyz 0 1
C -0.0295 0.3907 0.3504
P -1.7070 -1.5747 2.5194
P 2.5015 1.8852 0.9350
P 2.6567 -0.6454 -0.9127
P -2.0929 0.7707 -2.0358
P -2.8081 -0.5301 0.9393
P 1.4448 1.0784 -0.8225
P -1.2559 -0.6401 -0.6308
H -0.5286 1.2365 0.6724
H 0.4439 -0.1757 1.2555
H -2.8953 -1.6415 3.3628
H -1.1348 -0.1995 2.7632
H 3.7827 1.7607 0.4381
H 2.2539 3.2855 0.8878
H 1.8166 -1.2690 -1.8389
H 3.7004 -0.0297 -1.6525
H -2.7058 -0.2408 -2.7851
H -0.8555 0.6805 -2.9269
H -3.4271 -1.6699 0.4912
*
```

SMILES string: PP(#[PH2])CP(#[PH2])[PH]#[PH2]
E: -2434.054098 hartree
HOMO: -0.2978 hartree
ΔE to the lowest compared entry with this formula, charge and spin: 27.0 kJ/mol